Record 1
A structure of composition C51H46Cl2IN4O3P2RuS. Source: OMol25; level of theory: the ωB97M-V functional and the def2-TZVPD basis.

Each line ends with the Löwdin charge.
Element x y z (Å)
Ru -0.316 -0.398 -1.241  1.074
C -5.426 -6.990 -0.353  -0.050
C -4.472 -5.945 -0.862  -0.270
C -4.002 -5.998 -2.172  -0.034
C -3.118 -5.047 -2.654  -0.044
C -2.700 -4.024 -1.816  -0.277
C -3.150 -3.952 -0.506  -0.063
C -4.034 -4.910 -0.038  -0.034
S -1.572 -2.802 -2.412  0.551
O -1.098 -3.252 -3.692  -0.308
O -2.276 -1.518 -2.358  -0.404
N -0.489 -2.612 -1.286  -0.244
C 0.717 -3.276 -1.156  -0.271
C 1.086 -4.453 -1.764  -0.012
C 2.331 -5.044 -1.471  -0.072
C 3.186 -4.492 -0.561  -0.046
C 2.833 -3.288 0.093  -0.157
C 3.624 -2.692 1.105  0.003
C 3.191 -1.557 1.723  -0.079
C 1.995 -0.969 1.282  -0.230
N 1.239 -1.470 0.330  0.010
C 1.621 -2.659 -0.238  -0.181
H -4.991 -7.987 -0.438  0.083
H -6.350 -6.987 -0.933  0.083
H -5.681 -6.820 0.691  0.073
H -4.331 -6.799 -2.823  0.117
H -2.744 -5.085 -3.668  0.113
H -2.799 -3.153 0.139  0.094
H -4.387 -4.861 0.985  0.111
H 0.416 -4.913 -2.477  0.104
H 2.602 -5.965 -1.973  0.105
H 4.128 -4.965 -0.316  0.109
H 4.554 -3.164 1.396  0.121
H 3.716 -1.098 2.549  0.066
H 1.658 -0.057 1.764  -0.008
C 0.719 2.340 0.026  -0.293
C 0.035 2.535 1.388  -0.217
P -1.448 1.806 2.129  0.993
C -1.705 2.940 3.487  -0.283
C -2.258 4.203 3.242  -0.102
C -2.327 5.130 4.264  -0.071
C -1.822 4.818 5.523  -0.064
C -1.228 3.591 5.751  -0.046
C -1.159 2.646 4.732  -0.110
C -3.009 1.426 1.342  -0.259
C -3.064 0.242 0.601  -0.121
C -4.278 -0.266 0.173  -0.061
C -5.451 0.404 0.490  -0.059
C -5.406 1.578 1.229  -0.073
C -4.194 2.085 1.665  -0.060
C 0.079 2.976 -1.212  -0.341
P -1.308 2.029 -1.946  1.021
C -1.148 2.101 -3.754  -0.383
C -0.319 2.967 -4.457  -0.087
C -0.395 3.031 -5.841  -0.081
C -1.328 2.264 -6.525  -0.095
C -2.161 1.404 -5.826  -0.102
C -2.057 1.304 -4.448  -0.128
C -2.727 3.185 -1.795  -0.341
C -4.004 2.656 -1.646  -0.106
C -5.118 3.484 -1.623  -0.077
C -4.965 4.855 -1.750  -0.081
C -3.695 5.394 -1.921  -0.079
C -2.586 4.565 -1.952  -0.089
H 1.010 1.293 -0.141  0.023
H 1.677 2.852 0.155  0.120
H -0.030 3.602 1.618  0.104
H 0.725 2.155 2.161  0.033
H -2.612 4.474 2.253  0.111
H -2.762 6.103 4.078  0.107
H -1.874 5.553 6.316  0.108
H -0.784 3.352 6.708  0.117
H -0.615 1.723 4.911  -0.034
H -2.159 -0.316 0.384  0.043
H -4.294 -1.181 -0.404  0.104
H -6.404 0.005 0.166  0.114
H -6.320 2.097 1.485  0.112
H -4.189 2.972 2.275  0.093
H 0.860 3.083 -1.967  0.079
H -0.254 3.982 -0.947  0.074
H 0.395 3.598 -3.940  0.096
H 0.266 3.694 -6.384  0.104
H -1.394 2.327 -7.603  0.104
H -2.872 0.782 -6.355  0.108
H -2.671 0.592 -3.907  0.093
H -4.124 1.586 -1.561  0.087
H -6.105 3.056 -1.506  0.106
H -5.830 5.504 -1.732  0.103
H -3.572 6.462 -2.044  0.104
H -1.609 4.999 -2.122  0.100
Cl 3.606 0.366 -1.271  0.743
C 3.388 -0.100 -2.929  -0.585
C 4.508 -0.267 -3.714  -0.125
C 4.370 -0.626 -5.048  -0.086
C 3.100 -0.795 -5.585  -0.120
C 1.985 -0.622 -4.794  -0.591
Cl 0.428 -0.794 -5.505  0.769
C 2.067 -0.295 -3.407  -0.444
N 0.996 -0.201 -2.628  -0.066
H 5.484 -0.115 -3.276  0.101
H 5.247 -0.767 -5.665  0.103
H 2.968 -1.059 -6.626  0.101
N -1.323 -1.796 2.299  0.151
C -1.475 -0.703 3.132  -0.496
O -0.873 0.412 2.549  -0.259
C -2.017 -0.638 4.336  0.077
I 1.846 0.600 4.483  -0.119
H -0.449 -1.791 1.772  0.069
H -1.473 -2.670 2.780  0.110
H -2.296 -1.545 4.851  0.072
H -2.032 0.285 4.882  0.042

Summary:
- HOMO level (alpha / beta) (eV) = -6.860 / -6.861
- Kohn-Sham gap (alpha / beta) (eV) = 6.533 / 6.252
- F_max (eV/A) = 0.61
- LUMO (alpha / beta) (eV) = -0.33 / -0.61
- multiplicity = 6
- energy (Ha) = -4809.57621
- M (g mol⁻¹) = 1155.85

Record 2
A structure of composition C51H46F4GeN6O4Ti at a distorted geometry. Source: OMol25; level of theory: the ωB97M-V functional and the def2-TZVPD basis.

Each line ends with the Löwdin charge.
Element x y z (Å)
Ti 1.694 -1.330 1.243  0.977
O 0.218 -0.362 4.828  0.063
C 0.915 -0.468 3.818  -0.442
N 1.078 -1.577 3.045  -0.031
C 1.259 -2.814 3.629  -0.223
C 0.660 -3.298 4.781  -0.020
C 1.012 -4.554 5.250  -0.108
C 1.972 -5.304 4.596  -0.109
C 2.601 -4.825 3.457  -0.019
C 2.247 -3.578 2.957  -0.211
N 2.758 -2.919 1.849  -0.001
C 3.747 -3.432 1.100  -0.447
O 4.356 -4.497 1.237  0.035
C 4.118 -2.488 0.011  -0.150
C 5.070 -2.847 -0.939  0.017
C 5.455 -1.932 -1.895  -0.032
C 4.880 -0.655 -1.840  -0.045
C 3.939 -0.378 -0.872  -0.134
N 3.522 -1.271 0.037  0.039
C 1.870 0.573 3.392  -0.164
C 2.060 1.703 4.189  -0.001
C 3.152 2.514 3.982  -0.047
C 4.040 2.156 2.952  -0.049
C 3.763 1.050 2.176  -0.105
N 2.710 0.247 2.357  0.062
H -0.066 -2.690 5.293  0.100
H 0.533 -4.945 6.135  0.089
H 2.253 -6.275 4.978  0.090
H 3.359 -5.410 2.960  0.094
H 5.486 -3.841 -0.873  0.120
H 6.192 -2.179 -2.644  0.107
H 5.173 0.110 -2.541  0.107
H 3.486 0.608 -0.823  0.126
H 1.341 1.883 4.975  0.121
H 3.341 3.377 4.603  0.105
H 4.942 2.724 2.778  0.100
H 4.438 0.777 1.369  0.102
C -2.475 -0.859 2.634  -0.067
C -2.932 -1.501 1.333  -0.250
N -1.900 -2.245 0.637  -0.170
C -2.414 -2.738 -0.629  -0.235
C -2.358 -1.658 -1.705  -0.066
C -1.239 -3.248 1.450  -0.165
C -0.005 -3.827 0.733  -0.176
N 0.753 -2.763 0.096  -0.047
C 1.137 -2.919 -1.166  -0.187
C 1.467 -1.760 -1.929  -0.147
F 1.327 -0.555 -1.284  0.040
C 1.931 -1.777 -3.221  -0.232
F 2.276 -0.623 -3.832  0.067
C 2.066 -2.968 -3.919  0.035
C 1.736 -4.125 -3.230  -0.225
F 1.884 -5.309 -3.865  0.068
C 1.292 -4.125 -1.923  -0.124
F 1.071 -5.347 -1.366  0.058
H -2.314 -1.593 3.420  0.070
H -1.552 -0.305 2.469  0.059
H -3.244 -0.171 2.982  0.068
H -3.818 -2.143 1.533  0.117
H -3.244 -0.709 0.651  0.078
H -1.799 -3.571 -0.963  0.099
H -3.450 -3.118 -0.525  0.114
H -1.396 -1.157 -1.640  0.053
H -2.470 -2.108 -2.691  0.072
H -3.135 -0.911 -1.569  0.054
H -0.900 -2.755 2.360  0.080
H -1.912 -4.088 1.725  0.131
H 0.610 -4.372 1.463  0.114
H -0.359 -4.557 0.001  0.098
H 2.428 -3.000 -4.932  0.118
O -1.068 0.924 -0.311  0.005
C -0.127 1.010 0.469  -0.574
O 0.448 0.027 1.026  -0.138
C 0.406 2.409 0.812  -0.147
C -0.720 3.423 0.761  -0.219
Ge -1.789 3.249 -0.944  1.057
C -0.618 2.869 -2.502  -0.241
C 0.408 3.733 -2.857  -0.113
C 1.262 3.433 -3.904  -0.100
C 1.092 2.260 -4.619  -0.104
C 0.067 1.393 -4.278  -0.089
C -0.774 1.693 -3.223  -0.099
C -2.517 5.114 -1.288  -0.238
C -1.713 6.243 -1.389  -0.127
C -2.235 7.477 -1.739  -0.106
C -3.591 7.612 -1.984  -0.112
C -4.417 6.510 -1.849  -0.098
C -3.879 5.284 -1.505  -0.112
C -3.482 2.210 -0.971  -0.280
C -4.132 1.984 -2.179  -0.131
C -5.322 1.280 -2.226  -0.094
C -5.883 0.793 -1.056  -0.098
C -5.252 1.023 0.155  -0.097
C -4.061 1.728 0.191  -0.116
H 1.161 2.641 0.054  0.119
H 0.892 2.383 1.789  0.095
H -0.326 4.437 0.835  0.061
H -1.386 3.271 1.612  0.071
H 0.548 4.654 -2.308  0.083
H 2.066 4.112 -4.161  0.095
H 1.763 2.015 -5.430  0.098
H -0.066 0.473 -4.830  0.103
H -1.552 1.004 -2.931  0.086
H -0.652 6.163 -1.192  0.081
H -1.585 8.338 -1.830  0.095
H -4.002 8.571 -2.273  0.093
H -5.483 6.604 -2.018  0.097
H -4.534 4.429 -1.405  0.082
H -3.703 2.379 -3.091  0.105
H -5.816 1.112 -3.174  0.099
H -6.809 0.235 -1.091  0.096
H -5.686 0.647 1.072  0.103
H -3.566 1.901 1.137  0.100

Summary:
- HOMO level (alpha / beta) (eV) = -4.162 / -4.416
- Kohn-Sham gap (alpha / beta) (eV) = 6.039 / 6.262
- F_max (eV/A) = 2.34
- LUMO (alpha / beta) (eV) = 1.88 / 1.85
- charge = -1
- multiplicity = 2
- energy (Ha) = -5926.61950
- M (g mol⁻¹) = 1003.44

Record 3
A structure of composition C51H47AsN5P2Se2Sn. Source: OMol25; level of theory: the ωB97M-V functional and the def2-TZVPD basis.

Each line ends with the Löwdin charge.
Element x y z (Å)
Sn -0.873 1.141 0.867  1.063
C -3.744 4.429 -1.178  -0.076
C -3.669 3.787 0.180  -0.325
C -3.073 4.460 1.248  -0.049
C -3.056 3.906 2.519  -0.113
C -3.624 2.660 2.746  -0.158
C -4.181 1.961 1.686  -0.132
C -4.205 2.525 0.413  -0.105
H -2.744 4.643 -1.560  0.057
H -4.289 5.372 -1.122  0.088
H -4.246 3.780 -1.894  0.075
H -2.653 5.445 1.084  0.119
H -2.620 4.454 3.345  0.102
H -3.660 2.258 3.750  0.095
H -4.662 1.005 1.858  0.107
H -4.686 1.995 -0.401  0.110
Se -0.136 -5.464 -2.049  0.329
P 0.990 -3.767 -2.490  0.487
C 0.891 -3.294 -4.237  -0.360
C -0.388 -3.109 -4.758  -0.116
C -0.553 -2.866 -6.112  -0.071
C 0.559 -2.793 -6.941  -0.065
C 1.830 -2.990 -6.425  -0.070
C 1.999 -3.256 -5.075  -0.077
C 2.750 -3.808 -2.038  -0.356
C 3.283 -4.990 -1.544  -0.086
C 4.609 -5.036 -1.137  -0.060
C 5.401 -3.901 -1.220  -0.070
C 4.873 -2.717 -1.722  -0.077
C 3.550 -2.670 -2.128  -0.107
C 0.412 -2.342 -1.505  -0.387
C -0.287 -1.130 -1.567  -0.400
N -0.463 -0.761 -0.261  -0.276
N 0.102 -1.660 0.529  -0.038
N 0.624 -2.599 -0.188  0.032
P -1.006 0.016 -2.746  0.727
Se -1.317 1.931 -1.725  0.393
C 0.011 0.407 -4.176  -0.366
C 1.352 0.058 -4.198  -0.080
C 2.158 0.475 -5.243  -0.055
C 1.621 1.243 -6.264  -0.053
C 0.284 1.620 -6.228  -0.053
C -0.522 1.220 -5.178  -0.103
C -2.617 -0.660 -3.208  -0.350
C -3.022 -0.795 -4.531  -0.089
C -4.287 -1.289 -4.811  -0.056
C -5.135 -1.657 -3.778  -0.054
C -4.724 -1.535 -2.457  -0.055
C -3.469 -1.028 -2.169  -0.086
H -1.246 -3.212 -4.102  0.095
H -1.547 -2.760 -6.525  0.106
H 0.429 -2.606 -7.999  0.110
H 2.691 -2.950 -7.079  0.111
H 2.986 -3.449 -4.673  0.106
H 2.647 -5.864 -1.475  0.065
H 5.021 -5.956 -0.745  0.111
H 6.432 -3.934 -0.895  0.109
H 5.489 -1.830 -1.792  0.106
H 3.148 -1.744 -2.517  0.084
H 1.754 -0.528 -3.386  0.073
H 3.206 0.207 -5.257  0.116
H 2.248 1.563 -7.085  0.114
H -0.124 2.240 -7.014  0.115
H -1.548 1.560 -5.111  0.110
H -2.351 -0.527 -5.334  0.089
H -4.607 -1.386 -5.840  0.114
H -6.122 -2.041 -4.001  0.114
H -5.382 -1.835 -1.653  0.114
H -3.147 -0.914 -1.140  0.100
C -0.349 2.192 9.057  -0.082
C -0.455 0.937 8.479  -0.078
C -0.466 0.803 7.096  -0.102
C -0.363 1.929 6.289  -0.403
C -0.255 3.188 6.876  -0.127
C -0.242 3.320 8.254  -0.080
As -0.388 1.887 4.339  1.299
C -0.315 -0.049 4.036  -0.466
C -1.544 -0.632 3.713  -0.188
C -1.645 -1.990 3.443  -0.082
C -0.510 -2.786 3.483  -0.081
C 0.714 -2.223 3.811  -0.075
C 0.813 -0.865 4.081  -0.124
C 1.469 2.434 4.079  -0.415
C 1.718 3.375 3.079  -0.163
C 3.010 3.807 2.810  -0.085
C 4.071 3.291 3.542  -0.076
C 3.832 2.379 4.562  -0.067
C 2.537 1.965 4.838  -0.109
H -0.352 2.291 10.135  0.106
H -0.534 0.057 9.104  0.107
H -0.552 -0.180 6.648  0.096
H -0.174 4.067 6.245  0.099
H -0.154 4.300 8.704  0.106
H -2.438 -0.014 3.715  0.081
H -2.608 -2.423 3.206  0.110
H -0.579 -3.842 3.263  0.113
H 1.595 -2.851 3.855  0.111
H 1.776 -0.441 4.336  0.089
H 0.881 3.778 2.516  0.087
H 3.185 4.542 2.035  0.108
H 5.082 3.613 3.328  0.108
H 4.659 1.991 5.143  0.110
H 2.354 1.288 5.666  0.107
N 2.386 0.441 -0.073  -0.002
N 1.641 0.679 1.127  -0.119
H 1.852 -0.197 -0.652  0.022
H 3.257 -0.035 0.142  0.083
H 2.120 1.415 1.634  0.057
H 1.606 -0.150 1.721  0.054

Summary:
- HOMO level (eV) = -9.947
- Kohn-Sham gap (eV) = 7.018
- F_max (eV/A) = 0.58
- LUMO (eV) = -2.93
- charge = +1
- energy (Ha) = -10180.88850
- M (g mol⁻¹) = 1143.47

Record 4
A structure of composition C51H47N8O3STaTe at a distorted geometry. Source: OMol25; level of theory: the ωB97M-V functional and the def2-TZVPD basis.

Each line ends with the Löwdin charge.
Element x y z (Å)
Ta 1.295 -0.297 0.830  1.941
O 3.433 1.346 4.009  0.119
C 2.719 0.556 3.426  -0.453
N 2.911 0.144 2.117  -0.149
C 4.254 0.498 1.650  -0.171
C 4.321 1.366 0.426  -0.301
C 5.560 1.836 -0.005  0.004
C 5.619 2.640 -1.129  -0.019
C 4.436 2.947 -1.788  -0.027
C 3.251 2.432 -1.299  -0.145
N 3.199 1.660 -0.219  0.054
C 1.601 -0.130 4.140  -0.234
C 1.114 0.390 5.333  0.029
C 0.187 -0.351 6.046  -0.016
C -0.210 -1.581 5.543  -0.023
C 0.307 -2.000 4.325  -0.121
N 1.190 -1.296 3.635  0.067
H 4.804 -0.432 1.451  0.113
H 4.769 1.031 2.462  0.133
H 6.454 1.575 0.540  0.128
H 6.563 3.023 -1.486  0.123
H 4.421 3.578 -2.663  0.104
H 2.308 2.637 -1.790  0.052
H 1.473 1.351 5.671  0.131
H -0.218 0.024 6.974  0.124
H -0.903 -2.204 6.082  0.118
H 0.004 -2.942 3.889  0.114
C 5.518 -5.231 0.476  -0.068
C 5.271 -3.991 1.329  -0.221
N 4.699 -2.915 0.541  -0.015
C 3.396 -2.712 0.400  -0.748
S 2.953 -1.425 -0.768  0.686
N 2.496 -3.388 1.034  0.009
N 1.229 -3.010 0.843  -0.064
C 0.248 -3.841 0.808  -0.244
C 0.427 -5.293 1.108  0.003
C -1.011 -3.340 0.245  -0.224
C -2.150 -4.144 0.144  0.000
C -3.238 -3.696 -0.588  -0.035
C -3.146 -2.469 -1.226  -0.015
C -1.989 -1.721 -1.052  -0.107
N -0.958 -2.125 -0.329  0.107
H 6.016 -5.993 1.069  0.082
H 6.149 -5.006 -0.382  0.079
H 4.574 -5.627 0.110  0.072
H 6.207 -3.623 1.755  0.124
H 4.576 -4.214 2.139  0.115
H 5.305 -2.495 -0.152  0.134
H 1.458 -5.461 1.412  0.076
H 0.201 -5.889 0.225  0.105
H -0.234 -5.622 1.908  0.097
H -2.184 -5.110 0.618  0.119
H -4.127 -4.303 -0.671  0.125
H -3.949 -2.089 -1.835  0.119
H -1.882 -0.760 -1.538  0.097
C -5.345 2.775 -0.223  -0.023
C -3.993 2.155 -0.098  -0.222
C -3.684 1.315 0.961  0.066
C -2.394 0.803 1.131  -0.059
C -2.000 0.082 2.338  -0.253
O -0.823 0.038 2.699  0.043
C -3.059 -0.636 3.084  -0.176
C -3.579 -1.770 2.463  -0.017
C -4.531 -2.537 3.108  -0.050
C -5.003 -2.148 4.353  -0.055
C -4.487 -1.020 4.971  -0.053
C -3.498 -0.274 4.351  -0.016
C -1.406 1.079 0.161  -0.242
O -0.193 0.545 0.238  -0.271
C -1.735 1.906 -0.924  -0.096
C -2.999 2.446 -1.036  0.059
C -0.594 2.135 -1.853  -0.226
N 0.319 2.984 -1.643  0.027
C 0.272 3.934 -0.563  -0.313
C 0.055 5.309 -1.170  -0.441
Te 1.256 5.468 -2.974  1.308
C -0.086 4.397 -4.242  -0.546
C -1.460 4.520 -4.107  -0.151
C -2.306 3.781 -4.913  -0.095
C -1.784 2.922 -5.865  -0.099
C -0.412 2.817 -6.016  -0.080
C 0.436 3.551 -5.209  -0.145
C -0.507 1.152 -2.945  -0.169
C 0.680 0.479 -3.220  -0.030
C 0.714 -0.495 -4.202  -0.057
C -0.423 -0.782 -4.940  -0.058
C -1.608 -0.123 -4.665  -0.069
C -1.657 0.822 -3.659  -0.056
H -6.054 2.293 0.445  0.087
H -5.713 2.716 -1.246  0.092
H -5.290 3.831 0.040  0.100
H -4.438 1.096 1.704  0.136
H -3.210 -2.050 1.488  0.085
H -4.904 -3.436 2.639  0.111
H -5.769 -2.731 4.839  0.115
H -4.853 -0.727 5.942  0.115
H -3.091 0.601 4.834  0.125
H -3.221 3.116 -1.854  0.133
H 1.254 3.900 -0.080  0.106
H -0.498 3.721 0.192  0.120
H 0.349 6.095 -0.482  0.052
H -0.985 5.444 -1.455  0.037
H -1.877 5.205 -3.382  0.091
H -3.375 3.885 -4.798  0.109
H -2.444 2.331 -6.478  0.111
H 0.005 2.161 -6.761  0.113
H 1.505 3.465 -5.328  0.096
H 1.568 0.720 -2.656  0.079
H 1.627 -1.039 -4.389  0.109
H -0.389 -1.515 -5.729  0.112
H -2.497 -0.349 -5.230  0.116
H -2.582 1.331 -3.446  0.112

Summary:
- HOMO level (eV) = -11.307
- Kohn-Sham gap (eV) = 4.110
- F_max (eV/A) = 5.49
- LUMO (eV) = -7.20
- charge = +2
- energy (Ha) = -3358.14884
- M (g mol⁻¹) = 1160.61